[1]
17
Properties=species:S:1:pos:R:3:nbo_charge:R:1 method="wB97M-V/def2-TZVPD" max_force_ev_per_a=2.28 e_tot_ha=-743.87778 de_lowest_ev=0.976 total_charge=-1 e_lumo_ev=3.646
C 2.29 0.63 0.41 -0.7419
S 1.63 -0.97 -0.25 -0.7478
H 2.02 1.04 1.44 0.1728
H 2.13 1.50 -0.33 0.1786
H 3.40 0.57 0.35 0.1882
H -0.78 0.02 -0.90 0.4670
H 0.12 0.46 -1.74 0.4938
O -0.80 0.63 -1.63 -0.9851
H -0.53 0.70 2.10 0.4628
H -0.99 -0.28 1.24 0.4697
O -1.20 0.03 2.09 -0.9399
H -2.04 1.93 -0.63 0.4941
H -2.92 2.23 0.56 0.4627
O -2.64 2.59 -0.31 -0.9654
H 0.50 -3.07 -0.44 0.5083
H -0.36 -4.01 -1.39 0.4577
O 0.16 -3.99 -0.59 -0.9756

[2]
45
Properties=species:S:1:pos:R:3:mulliken_charge:R:1 method="wB97M-V/def2-TZVPD" max_force_ev_per_a=0.48 e_tot_ha=-1015.43769 total_charge=-1 e_lumo_ev=2.343
N -3.32 2.69 -0.69 -0.7924
C -2.82 1.61 -1.14 0.5749
N -3.34 0.33 -0.85 -0.6070
N -1.74 1.68 -2.02 -0.2815
C -0.65 0.70 -2.06 -0.0177
C 0.46 0.91 -1.02 -0.4263
C 1.16 -0.37 -0.52 -0.5752
C 0.27 -1.56 -0.15 -1.3149
In -1.02 -1.39 1.63 0.8512
O 0.29 -1.49 3.25 -0.8436
H -4.15 2.46 -0.16 0.2839
H -3.01 0.01 0.06 0.0492
H -3.05 -0.35 -1.54 0.3545
H -1.39 2.63 -1.95 0.2915
H -1.06 -0.30 -1.97 0.1140
H -0.23 0.78 -3.07 -0.1830
H 1.24 1.55 -1.47 0.2683
H 0.04 1.48 -0.18 0.3546
H 1.90 -0.65 -1.29 0.3140
H 1.74 -0.08 0.36 0.3066
H 0.93 -2.40 0.09 0.4074
H -0.33 -1.90 -1.01 0.3772
H -2.01 0.08 1.67 -0.3531
H -2.07 -2.83 1.72 -0.3688
H -0.25 -1.72 4.01 0.1972
C 0.77 -1.73 8.75 -1.1802
C 0.49 -1.67 7.26 0.8829
O -0.64 -1.55 6.85 -0.5256
C 1.68 -1.77 6.35 -0.7542
H -0.16 -1.65 9.31 0.3218
H 1.28 -2.66 8.99 0.2993
H 1.45 -0.92 9.03 0.3049
H 2.20 -2.71 6.53 0.2803
H 2.38 -0.96 6.57 0.2845
H 1.38 -1.71 5.30 0.1236
C -0.04 1.18 -6.99 -1.1326
C 1.20 1.21 -6.12 0.8713
O 1.27 0.57 -5.10 -0.5315
C 2.34 2.08 -6.59 -1.1677
H -0.78 0.53 -6.55 0.2936
H -0.44 2.19 -7.09 0.3240
H 0.22 0.83 -7.99 0.3520
H 2.00 3.12 -6.68 0.3338
H 2.67 1.76 -7.58 0.3407
H 3.16 2.02 -5.89 0.2979

[3]
68
Properties=species:S:1:pos:R:3:mulliken_charge:R:1 method="wB97M-V/def2-TZVPD" max_force_ev_per_a=2.58 e_tot_ha=-6245.40666 total_charge=+3 e_lumo_ev="-11.697 / -11.875"
Ga -0.22 -1.22 0.23 0.2102
P -0.12 1.68 -0.52 0.8096
P -2.38 -1.52 -1.54 0.7959
P 1.32 -1.09 -1.95 0.7244
H 3.10 -0.96 3.79 0.2410
C 3.86 -0.56 3.08 -0.4760
C 3.73 0.72 2.65 -0.5652
H 2.95 1.37 3.06 0.2867
C -0.80 2.84 0.73 -1.4066
C -0.96 2.32 -2.02 -1.2859
C 1.56 2.43 -0.69 -1.0319
C -2.89 -3.29 -1.72 -1.2809
C -4.00 -0.79 -0.99 -1.2935
C -2.30 -1.02 -3.32 -1.1469
C 3.03 -0.75 -1.38 -1.1341
C 1.24 -0.17 -3.52 -1.4559
C 1.38 -2.82 -2.47 -1.0885
H 4.63 -1.25 2.70 0.2527
H 4.50 1.19 2.02 0.3031
H -0.44 2.57 1.73 0.2968
H -1.90 2.77 0.75 0.3851
H -0.50 3.87 0.48 0.5768
H -2.01 2.00 -2.00 0.3178
H -0.50 1.93 -2.93 0.3387
H -0.93 3.42 -2.02 0.5290
H 2.22 1.97 0.06 0.1597
H 1.48 3.50 -0.47 0.5270
H 1.98 2.26 -1.68 0.3546
H -3.91 -3.35 -2.16 0.4607
H -2.88 -3.77 -0.73 0.3502
H -2.17 -3.80 -2.37 0.3403
H -4.84 -1.24 -1.56 0.5003
H -3.97 0.31 -1.14 0.3119
H -4.11 -0.98 0.09 0.3765
H -3.24 -1.25 -3.84 0.5213
H -1.48 -1.58 -3.82 0.3176
H -2.11 0.07 -3.40 0.2697
H 3.72 -1.43 -1.90 0.5338
H 3.11 -0.92 -0.30 0.1400
H 3.30 0.29 -1.58 0.3745
H 1.91 -0.65 -4.24 0.5025
H 1.54 0.87 -3.40 0.4417
H 0.23 -0.19 -3.95 0.2526
H 2.36 -3.01 -2.92 0.5613
H 0.60 -3.03 -3.22 0.3496
H 1.21 -3.49 -1.62 0.0940
C 0.90 -4.40 1.32 0.2284
C 1.92 -3.81 2.07 0.6871
C 2.89 -4.61 2.67 -0.7408
C 2.86 -5.99 2.42 -0.3293
C 1.93 -6.58 1.54 -0.7305
C 0.98 -5.76 0.93 -0.4960
Se -0.70 -3.50 0.98 0.3044
H 0.87 -0.03 0.47 -0.0162
H 1.95 -2.73 2.20 -0.0979
H 3.65 -4.17 3.29 0.4664
H 3.60 -6.62 2.90 0.4293
H 1.93 -7.65 1.32 0.4282
H 0.25 -6.17 0.22 0.4517
N -1.49 -0.03 4.05 -0.0011
C -2.63 0.52 3.44 -0.9303
C -2.48 0.30 2.11 -0.4915
N -1.28 -0.40 1.91 0.7222
C -0.70 -0.54 3.10 -0.2744
H -1.23 -0.01 5.02 0.2527
H -3.38 1.10 3.96 0.4148
H -3.09 0.60 1.27 0.5777
H 0.26 -1.00 3.32 0.5031

[4]
75
Properties=species:S:1:pos:R:3:mulliken_charge:R:1 method="wB97M-V/def2-TZVPD" max_force_ev_per_a=4.22 e_tot_ha=-2080.37919 de_lowest_ev=0.000 total_charge=+3 e_lumo_ev="-8.838 / -12.876" spin_multiplicity=5
Ir -0.73 -0.65 -1.80 0.5444
S -0.69 -2.71 -2.82 -0.0288
S -1.87 1.33 -1.43 0.1087
C 0.87 -3.54 -2.35 -0.9481
C -0.37 -2.35 -4.59 -0.6381
C -0.04 -0.89 -4.82 -0.6269
N -0.85 -0.11 -3.85 -0.4501
C -0.73 1.36 -4.03 -0.7547
C -1.79 1.98 -3.14 -0.6814
H -1.31 -2.60 -5.09 0.4213
H 0.41 -3.01 -4.97 0.5420
H -0.35 -0.56 -5.83 0.4890
H 1.03 -0.67 -4.71 0.3414
H -0.93 1.56 -5.09 0.5579
H 0.29 1.67 -3.76 0.2840
H -2.80 1.78 -3.53 0.3973
H -1.65 3.06 -3.04 0.5757
C -0.73 2.57 -0.68 -1.0804
H -1.82 -0.33 -4.09 0.4002
H 0.30 2.52 -1.07 0.3294
H -0.73 2.44 0.41 0.3466
H -1.19 3.54 -0.90 0.5348
H 0.88 -3.58 -1.26 0.3313
H 1.75 -3.00 -2.73 0.3397
H 0.85 -4.56 -2.76 0.4514
C -5.49 -0.09 -2.53 -0.5048
C -5.39 1.14 -1.98 -0.5906
H -5.35 -1.02 -1.96 0.2483
H -5.42 -0.27 -3.61 0.2744
H -5.47 1.29 -0.90 0.2873
H -5.45 2.06 -2.58 0.3239
C 5.26 2.59 0.03 -2.0616
C 4.29 1.96 1.03 1.6418
C 5.04 0.95 1.92 -1.4563
C 3.67 3.08 1.90 -1.4113
C 3.17 1.21 0.31 0.2593
C 3.10 1.06 -1.08 -0.5530
C 2.04 0.41 -1.68 -0.8146
N 1.03 -0.13 -0.96 -0.1115
C 1.12 -0.10 0.41 0.0925
C 2.15 0.61 1.07 -0.4682
C -0.01 -0.71 1.04 0.0478
C -0.30 -0.74 2.42 0.1287
C -1.48 -1.32 2.88 0.3216
C -2.37 -1.83 1.93 -0.6301
C -2.07 -1.76 0.57 -0.4516
N -0.94 -1.14 0.15 0.0665
C -1.75 -1.50 4.39 1.6671
C -3.25 -1.48 4.72 -1.7814
C -1.19 -2.86 4.83 -1.5362
C -1.06 -0.41 5.21 -1.7493
H 6.04 3.14 0.56 0.4214
H 4.74 3.30 -0.62 0.4553
H 5.74 1.83 -0.59 0.4266
H 5.88 1.43 2.45 0.4451
H 4.37 0.50 2.67 0.3133
H 5.44 0.14 1.30 0.3808
H 3.10 3.77 1.26 0.3608
H 2.99 2.68 2.66 0.3151
H 4.45 3.66 2.41 0.4379
H 3.88 1.44 -1.76 0.5391
H 1.97 0.27 -2.76 0.4021
H 2.07 0.65 2.16 0.6354
H 0.41 -0.26 3.09 0.1715
H -3.31 -2.27 2.22 0.3871
H -2.72 -2.11 -0.22 0.5844
H -3.78 -2.33 4.29 0.4030
H -3.37 -1.53 5.80 0.4471
H -3.72 -0.55 4.37 0.4180
H -0.12 -2.93 4.61 0.3732
H -1.33 -3.01 5.91 0.4237
H -1.71 -3.68 4.31 0.3951
H 0.03 -0.48 5.13 0.3716
H -1.39 0.59 4.87 0.4048
H -1.33 -0.51 6.27 0.4624

[5]
89
Properties=species:S:1:pos:R:3:mulliken_charge:R:1 method="wB97M-V/def2-TZVPD" max_force_ev_per_a=9.39 e_tot_ha=-3735.27396 de_lowest_ev=0.000 total_charge=0 e_lumo_ev="0.016 / -2.307" spin_multiplicity=2
Cu 17.57 27.04 -11.99 0.5158
C 15.63 25.93 -10.52 0.6228
O 14.79 25.41 -9.83 -1.0336
O 15.68 27.10 -10.76 0.0386
O 16.48 25.32 -11.14 -0.1942
C 17.03 25.16 -16.00 -1.5516
C 16.91 25.09 -14.51 0.5971
O 17.66 25.77 -13.80 -0.6156
N 15.98 24.30 -13.90 0.8911
C 15.12 23.37 -14.62 -1.2418
H 17.76 24.42 -16.33 0.3211
H 17.31 26.21 -16.12 0.4008
H 16.04 25.08 -16.44 0.4211
H 15.85 24.47 -12.92 -0.2024
H 15.61 22.81 -15.42 0.3777
H 14.14 23.78 -14.84 0.3295
H 14.83 22.70 -13.81 0.3650
C 14.98 30.69 -10.41 -0.2412
C 14.00 31.82 -10.37 0.3333
O 14.40 32.97 -10.51 -0.6777
N 12.74 31.50 -10.11 -0.1148
C 11.63 32.45 -9.98 -1.0436
H 14.53 29.77 -10.77 -0.0212
H 15.39 30.57 -9.40 0.0475
H 15.85 30.87 -11.04 0.4595
H 12.57 30.57 -9.75 0.1798
H 11.79 33.20 -10.75 0.3841
H 11.64 33.07 -9.08 0.2826
H 10.80 31.81 -10.25 0.3127
C 18.00 22.05 -12.37 -0.6637
C 16.85 21.48 -11.60 0.8402
O 16.57 20.31 -11.60 -0.7106
N 16.10 22.38 -10.89 0.2187
C 14.92 22.05 -10.09 -0.9723
H 18.22 23.10 -12.19 -0.0048
H 17.83 21.77 -13.41 0.1660
H 18.77 21.34 -12.07 0.4135
H 16.32 23.36 -10.98 -0.1159
H 14.99 21.01 -9.75 0.4302
H 13.95 22.10 -10.60 0.2778
H 14.86 22.73 -9.25 0.2509
C 13.91 28.44 -7.40 -0.7266
C 12.66 28.42 -8.32 0.6618
O 11.65 28.85 -7.82 -0.6727
N 12.70 27.92 -9.53 0.5761
C 11.53 27.97 -10.52 -0.8125
H 14.46 29.35 -7.61 0.0427
H 14.51 27.55 -7.59 0.1457
H 13.66 28.34 -6.34 0.4339
H 13.42 27.22 -9.67 -0.3148
H 11.22 28.99 -10.72 0.1847
H 10.70 27.37 -10.15 0.3414
H 11.82 27.54 -11.48 0.2568
O 19.53 26.41 -11.02 -0.6100
C 19.93 25.51 -10.28 0.6596
N 19.07 24.62 -9.75 -0.1843
C 21.41 25.37 -9.90 -1.1442
H 18.08 24.72 -9.96 -0.1240
H 19.27 24.14 -8.88 0.2425
H 21.68 26.31 -9.43 0.2896
H 21.95 25.17 -10.82 0.2914
H 21.64 24.54 -9.22 0.3865
O 13.06 22.64 -6.35 -0.6997
C 13.04 23.59 -7.12 0.6815
N 14.17 24.29 -7.32 -0.2591
C 11.75 24.04 -7.87 -0.6741
H 14.18 24.91 -8.11 0.1642
H 15.01 23.98 -6.85 0.2037
H 11.86 25.02 -8.32 0.0455
H 10.88 24.11 -7.23 0.3587
H 11.46 23.28 -8.60 0.2398
O 18.08 28.82 -10.72 -0.5057
C 18.08 29.04 -9.52 0.7137
N 17.07 28.77 -8.74 -0.0094
C 19.29 29.77 -8.95 -1.5313
H 16.99 29.24 -7.85 0.2483
H 16.41 28.11 -9.13 -0.0778
H 19.74 29.17 -8.16 0.3497
H 19.10 30.76 -8.55 0.3916
H 20.05 29.84 -9.73 0.3615
O 16.46 28.26 -13.35 -0.4816
C 15.34 28.27 -13.86 0.8482
N 14.48 27.49 -13.30 0.0560
C 15.00 29.09 -15.07 -1.4262
H 14.68 27.25 -12.34 -0.3085
H 13.54 27.41 -13.65 0.2252
H 14.74 30.07 -14.68 0.3239
H 14.23 28.71 -15.75 0.4183
H 15.88 29.21 -15.70 0.3480

[6]
75
Properties=species:S:1:pos:R:3:mulliken_charge:R:1 method="wB97M-V/def2-TZVPD" max_force_ev_per_a=1.38 e_tot_ha=-1910.99677 de_lowest_ev=3.886 total_charge=0 e_lumo_ev=-0.932
O -0.91 -3.56 0.43 -0.5833
H -1.08 -3.70 -0.50 0.2497
H -1.79 -3.51 0.83 0.2525
O -3.79 -0.33 -4.07 -0.6235
H -3.46 0.57 -4.02 0.3450
H -3.25 -0.82 -3.45 0.2872
O 0.32 -1.67 1.86 -0.5716
H 0.09 -2.44 1.33 0.3139
H 1.07 -1.96 2.38 0.3822
O 4.24 -0.55 -2.58 -0.6509
H 4.68 0.02 -1.95 0.3855
H 4.85 -1.28 -2.70 0.2792
O -4.84 -0.69 0.71 -0.5852
H -5.26 -1.54 0.85 0.2821
H -5.09 -0.17 1.47 0.2160
O -0.57 0.29 -4.11 -0.5238
H -0.27 0.40 -5.01 0.2508
H 0.23 0.30 -3.59 0.4214
O -2.36 0.31 0.55 -0.3160
H -3.29 0.16 0.37 0.2174
H -2.34 0.78 1.38 0.1884
O 1.76 0.82 -2.90 -0.7146
H 2.45 0.16 -2.97 0.2972
H 1.51 0.80 -1.98 0.3152
O 0.49 0.81 3.46 -0.6480
H 1.45 0.84 3.47 0.3651
H 0.29 -0.04 3.06 0.3667
O -3.80 -2.70 -1.73 -0.5556
H -4.27 -2.01 -1.26 0.2542
H -3.90 -3.47 -1.18 0.2732
O 2.95 4.61 -0.49 -0.6583
H 2.67 5.02 0.33 0.2698
H 2.31 3.91 -0.64 0.4306
O 0.18 0.18 -0.33 -0.1885
H -0.69 0.05 0.05 0.1054
H 0.74 -0.45 0.13 0.2623
O -3.38 2.18 2.50 -0.6436
H -3.74 2.10 3.39 0.2721
H -4.12 2.47 1.97 0.2793
O 2.26 -5.33 2.35 -0.6350
H 3.18 -5.45 2.58 0.2872
H 2.19 -4.40 2.11 0.3656
O 2.63 -2.49 2.91 -0.5791
H 3.03 -2.84 3.70 0.2642
H 3.35 -2.10 2.42 0.2514
O -5.40 2.73 -2.00 -0.6617
H -5.40 3.05 -2.90 0.3114
H -4.67 2.12 -1.96 0.3733
O 3.33 0.89 3.49 -0.5522
H 3.45 1.79 3.78 0.2570
H 4.22 0.56 3.35 0.2229
O -0.27 -2.13 4.37 -0.6278
H 0.47 -2.72 4.26 0.2637
H -0.50 -1.86 3.48 0.3356
O 0.57 3.18 -0.52 -0.5808
H 0.10 3.50 0.25 0.3321
H 0.54 2.23 -0.45 0.2437
O -1.93 -4.15 -3.30 -0.6313
H -2.42 -4.00 -4.10 0.3205
H -2.30 -3.53 -2.67 0.3231
O -0.04 3.71 -3.12 -0.6761
H 0.54 2.96 -3.23 0.2831
H 0.07 3.96 -2.20 0.4003
O -2.83 1.71 -2.55 -0.5641
H -2.67 2.02 -1.65 0.2787
H -1.96 1.58 -2.91 0.2473
O 5.17 -1.55 1.94 -0.6288
H 5.56 -1.31 1.10 0.3136
H 5.62 -1.01 2.59 0.2720
O 5.40 1.20 -1.06 -0.6511
H 5.04 1.59 -0.26 0.2926
H 6.24 1.65 -1.18 0.2989
O -0.85 3.06 1.76 -0.6431
H -0.17 2.69 2.32 0.3269
H -1.68 2.82 2.19 0.2669